Here is a molecular structure, C32H23DyN9O2 in a non-equilibrium geometry from the OMol25 dataset. Energies are from ωB97M-V/def2-TZVPD.

molar mass = 728.10 g mol⁻¹
total energy = -75144.549 eV
charge = +1
expectation value of S² = 9.331
multiplicity = 6
energy relative to the best compared isomer or geometry (same formula, charge and spin) = 30.3 kJ/mol

Geometry as XYZ:
```
67
C32H23DyN9O2 ωB97M-V/def2-TZVPD
Dy -0.399 -0.688 -0.651
O 0.318 -2.873 -1.037
C 1.368 -2.171 -0.912
N 1.714 -1.179 -1.705
C 1.306 -1.334 -3.059
C 1.782 -2.442 -3.766
C 1.525 -2.603 -5.113
C 0.780 -1.652 -5.789
C 0.282 -0.560 -5.107
C 0.537 -0.383 -3.750
N -0.044 0.747 -3.117
C -1.176 0.516 -2.533
O -1.671 -0.634 -2.247
C -1.959 1.661 -1.963
C -2.593 2.629 -2.726
C -3.392 3.558 -2.082
C -3.518 3.487 -0.704
C -2.833 2.491 -0.026
N -2.076 1.580 -0.631
C 2.036 -2.288 0.429
C 2.787 -3.385 0.834
C 3.203 -3.454 2.154
C 2.871 -2.412 3.009
C 2.116 -1.364 2.512
N 1.673 -1.304 1.259
H 2.357 -3.180 -3.224
H 1.895 -3.476 -5.630
H 0.575 -1.765 -6.841
H -0.328 0.172 -5.615
H -2.469 2.632 -3.796
H -3.916 4.317 -2.644
H -4.139 4.183 -0.165
H -2.898 2.408 1.050
H 3.019 -4.172 0.136
H 3.766 -4.306 2.508
H 3.183 -2.414 4.041
H 1.832 -0.536 3.148
N 1.781 3.540 0.124
C 1.329 2.390 -0.398
N 0.674 1.484 0.258
C 0.404 1.707 1.608
N -0.296 0.886 2.328
N -0.836 -0.188 1.697
C -1.351 -1.094 2.454
C -1.947 -2.261 1.832
C -2.475 -3.296 2.602
C -2.991 -4.410 1.963
C -2.978 -4.445 0.577
C -2.450 -3.362 -0.121
N -1.939 -2.296 0.482
C 0.925 2.899 2.255
C 0.762 3.139 3.622
C 1.262 4.291 4.185
C 1.890 5.244 3.388
C 2.074 5.025 2.036
C 1.612 3.839 1.468
H 2.294 4.198 -0.451
H 1.509 2.218 -1.456
H -1.321 -1.022 3.543
H -2.471 -3.215 3.677
H -3.383 -5.238 2.534
H -3.363 -5.297 0.042
H -2.418 -3.350 -1.206
H 0.235 2.405 4.208
H 1.157 4.465 5.245
H 2.227 6.168 3.831
H 2.569 5.767 1.426
```

Here are the Löwdin charges for atoms 1 to 5, given in e: 1.692, -0.060, -0.628, 0.065, -0.236